[1]
{"formula": "C49H107N5O7", "method": "ωB97M-V with the def2-TZVPD basis set", "symbols": ["O", "O", "O", "O", "O", "O", "O", "N", "N", "N", "N", "N", "C", "C", "C", "C", "C", "C", "C", "C", "C", "C", "C", "C", "C", "C", "C", "C", "C", "C", "C", "C", "C", "C", "C", "C", "C", "C", "C", "C", "C", "C", "C", "C", "C", "C", "C", "C", "C", "C", "C", "C", "C", "C", "C", "C", "C", "C", "C", "C", "C", "H", "H", "H", "H", "H", "H", "H", "H", "H", "H", "H", "H", "H", "H", "H", "H", "H", "H", "H", "H", "H", "H", "H", "H", "H", "H", "H", "H", "H", "H", "H", "H", "H", "H", "H", "H", "H", "H", "H", "H", "H", "H", "H", "H", "H", "H", "H", "H", "H", "H", "H", "H", "H", "H", "H", "H", "H", "H", "H", "H", "H", "H", "H", "H", "H", "H", "H", "H", "H", "H", "H", "H", "H", "H", "H", "H", "H", "H", "H", "H", "H", "H", "H", "H", "H", "H", "H", "H", "H", "H", "H", "H", "H", "H", "H", "H", "H", "H", "H", "H", "H", "H", "H", "H", "H", "H", "H"], "xyz": [[-3.755, 3.939, 3.578], [-2.770, -6.413, -1.396], [6.353, 3.270, 5.238], [-5.232, 5.562, -4.884], [0.864, 0.722, -1.745], [7.337, 3.539, -0.946], [-6.815, -1.945, 2.630], [0.842, 0.857, -0.297], [-5.494, -1.928, 2.116], [-1.533, -6.622, -1.985], [-4.113, 5.086, -4.394], [6.383, 2.271, 4.182], [-0.019, -1.339, -0.130], [-4.995, 2.742, -4.343], [2.964, 2.230, -0.298], [-5.911, -4.341, 1.439], [6.083, 3.294, -1.537], [1.197, -0.465, 0.237], [-2.056, -9.105, -1.926], [-2.940, 5.846, -4.545], [-4.446, 3.955, -3.442], [-4.670, -0.245, 3.685], [1.918, 0.942, 2.335], [1.411, 2.197, 1.709], [-3.098, 3.510, 2.358], [-1.069, -4.141, -2.044], [0.514, 3.237, -0.442], [-1.749, 4.780, -4.439], [8.733, 2.664, 3.250], [6.051, 2.961, -3.076], [7.546, 0.464, 5.668], [-3.077, -1.808, 2.669], [6.306, 0.914, 4.741], [7.233, 2.686, 2.960], [0.678, -5.722, -2.895], [-2.840, 6.591, -5.868], [-3.121, 3.561, -2.687], [6.265, -0.085, 3.551], [2.589, -0.963, -0.232], [6.944, 4.121, 2.502], [-5.455, 4.479, -2.408], [-4.690, -2.688, 4.354], [0.009, -5.657, -0.424], [1.426, 2.127, 0.150], [-3.859, -3.126, 0.780], [-0.511, -5.599, -1.891], [-1.995, 3.429, -3.667], [-1.814, -7.768, -4.139], [0.981, -7.212, -3.292], [-2.848, 6.845, -3.417], [-1.304, -7.929, -2.669], [6.930, 1.685, 1.813], [-2.899, -3.120, 1.940], [-4.552, -1.737, 3.228], [4.991, 0.889, 5.494], [-4.150, 2.870, 1.316], [7.014, 0.208, 2.244], [0.162, -8.235, -2.537], [-6.027, -2.357, -0.143], [-5.359, -2.917, 1.079], [1.236, -0.362, 1.768], [-2.047, -4.075, -1.567], [-3.498, -2.457, -0.001], [-5.784, -5.024, 0.599], [1.936, -1.171, 1.977], [8.417, 0.035, 5.173], [-4.567, 3.692, 0.734], [-5.817, -2.994, -1.002], [-1.120, 4.849, -5.327], [-2.312, -1.713, 3.440], [1.545, -5.294, -2.392], [5.945, 1.777, 1.356], [4.113, 1.253, 4.961], [-3.048, -3.918, 2.667], [7.112, -0.196, 6.418], [-0.821, -1.229, 0.601], [-1.757, 6.699, -5.927], [-5.718, 0.012, 3.837], [3.646, 1.477, 0.095], [-3.154, 2.643, -2.101], [-2.376, 2.726, 2.586], [-2.101, -10.107, -2.353], [6.629, 3.764, -3.535], [7.781, 1.370, 6.226], [0.467, 3.316, -1.528], [-0.010, 0.324, -1.737], [-1.616, -6.799, -4.599], [3.040, 2.280, -1.385], [-3.397, 7.527, -5.899], [8.888, 3.249, 4.157], [-5.462, 2.037, -3.656], [5.870, 4.179, 2.329], [-1.730, -9.259, -0.897], [-3.229, 6.433, -2.482], [3.000, 0.871, 2.230], [-0.514, 3.093, -0.111], [-5.972, 2.934, -4.787], [1.645, 0.980, 3.390], [2.053, -7.384, -3.388], [-3.685, 2.076, 0.732], [9.176, 1.691, 3.466], [-3.679, -4.123, 0.377], [-0.447, -3.304, -1.725], [-4.209, -0.064, 4.656], [-2.767, -6.837, -0.534], [2.750, -0.588, -1.242], [0.477, -8.145, -1.497], [3.295, -0.599, 0.515], [0.229, -6.625, 0.025], [4.729, -0.113, 5.832], [-4.051, -2.409, 5.192], [0.367, -9.228, -2.936], [-5.611, -2.421, 4.871], [7.620, 1.912, 1.000], [8.033, -0.131, 2.057], [-7.079, -2.071, -0.120], [4.872, 1.459, 6.416], [-1.903, -3.058, 1.501], [2.074, 2.954, 2.127], [0.354, -2.363, -0.139], [-5.430, 3.840, -1.525], [5.358, 4.078, -1.313], [-1.051, 5.165, -3.696], [3.297, 3.211, 0.041], [-5.464, -1.444, -0.338], [-2.875, -0.990, 1.977], [0.339, -0.678, 2.301], [-4.490, -3.747, 4.188], [2.573, -2.048, -0.132], [-2.818, 4.395, -2.054], [-3.138, -8.970, -1.930], [-1.329, -8.523, -4.758], [0.378, 2.275, 2.050], [-2.277, 2.709, -4.435], [0.976, -5.152, -0.433], [6.262, 1.935, -3.376], [-5.246, 5.337, -5.817], [6.498, -0.426, 1.523], [-2.882, -7.923, -4.290], [-3.039, 6.034, -6.784], [5.201, -0.261, 3.395], [4.984, 3.055, -3.280], [-4.930, 2.324, 1.846], [-7.202, -1.162, 2.232], [-0.648, -5.210, 0.322], [5.414, 3.301, 5.436], [-4.256, 2.177, -4.911], [9.193, 3.236, 2.445], [7.229, 4.967, 3.128], [0.761, 4.235, -0.081], [-5.349, -4.828, 2.235], [6.589, -1.099, 3.784], [7.211, 4.266, 1.456], [-6.350, 4.351, -3.017], [-3.125, 4.053, 4.294], [0.514, -5.129, -3.795], [-2.643, 4.308, 1.772], [-0.627, -1.085, -0.999], [7.863, 4.156, -1.461], [-3.467, 7.726, -3.587], [0.714, -7.434, -4.326], [-1.275, -3.943, -3.095], [5.677, 2.566, -0.834], [-5.332, 5.518, -2.101], [-1.160, 2.896, -3.213], [-1.839, 7.220, -3.249], [-6.941, -4.372, 1.794], [-4.229, 0.534, 3.063]], "mulliken_charge": [-0.59, -0.46, -0.51, -0.55, -0.49, -0.42, -0.54, 0.54, 0.42, 0.48, 0.46, 0.46, -2.04, -1.66, -1.90, -1.86, 0.22, 2.21, -1.99, 1.63, 1.05, -1.97, 0.52, -1.15, -0.07, -2.05, -2.43, -1.11, -1.93, -1.04, -1.95, -1.55, 1.81, 1.41, -0.89, -1.96, -0.73, -0.85, -1.45, -1.64, -1.49, -1.86, -1.34, 1.92, -0.73, 1.58, -0.77, -1.65, -0.77, -1.64, 1.37, -0.01, -0.65, 1.93, -2.27, -1.10, -0.94, -1.18, -1.92, 2.03, -1.33, 0.22, 0.15, 0.43, 0.38, 0.32, 0.26, 0.37, 0.42, 0.62, 0.37, -0.86, 0.47, 0.45, 0.49, 0.16, 0.46, 0.56, 0.09, 0.55, 0.08, 0.41, 0.35, 0.39, 0.42, 0.33, 0.32, 0.50, 0.34, 0.41, 0.43, 0.37, 0.40, 0.28, -0.68, 0.42, 0.46, 0.55, 0.44, 0.28, 0.28, 0.15, 0.59, 0.37, 0.30, 0.25, 0.30, 0.10, 0.31, 0.47, 0.46, 0.49, 0.42, 0.66, 0.36, 0.33, 0.51, 0.23, 0.41, -0.04, 0.27, 0.25, 0.33, 0.57, 0.49, 0.26, 0.37, 0.29, 0.48, 0.17, 0.42, 0.38, 0.14, 0.26, 0.28, 0.29, 0.33, 0.45, 0.39, 0.45, 0.17, 0.32, 0.47, 0.37, 0.17, 0.33, 0.29, 0.48, 0.31, 0.44, 0.34, 0.35, 0.41, 0.43, 0.30, 0.36, 0.39, 0.53, 0.26, 0.38, 0.34, 0.49, -0.15, 0.29, 0.22, 0.39, 0.37, 0.06], "homo_lumo_gap_ev": 7.71, "homo_energy_ev": -7.33, "spin_multiplicity": 1, "smiles": "CC1(C)CCCC(C)(C)N1O.CC1(C)CCCC(C)(C)N1O.CC1(C)CCCC(C)(C)N1O.CC1(C)CCCC(C)(C)N1O.CC1(C)CCCC(C)(C)N1O.CCO.CCO"}

[2]
{"formula": "C49H124N4O17Zr", "method": "ωB97M-V with the def2-TZVPD basis set", "symbols": ["Zr", "O", "O", "O", "O", "O", "O", "O", "O", "O", "O", "O", "O", "O", "O", "O", "O", "O", "N", "N", "N", "N", "C", "C", "C", "C", "C", "C", "C", "C", "C", "C", "C", "C", "C", "C", "C", "C", "C", "C", "C", "C", "C", "C", "C", "C", "C", "C", "C", "C", "C", "C", "C", "C", "C", "C", "C", "C", "C", "C", "C", "C", "C", "C", "C", "C", "C", "C", "C", "C", "C", "H", "H", "H", "H", "H", "H", "H", "H", "H", "H", "H", "H", "H", "H", "H", "H", "H", "H", "H", "H", "H", "H", "H", "H", "H", "H", "H", "H", "H", "H", "H", "H", "H", "H", "H", "H", "H", "H", "H", "H", "H", "H", "H", "H", "H", "H", "H", "H", "H", "H", "H", "H", "H", "H", "H", "H", "H", "H", "H", "H", "H", "H", "H", "H", "H", "H", "H", "H", "H", "H", "H", "H", "H", "H", "H", "H", "H", "H", "H", "H", "H", "H", "H", "H", "H", "H", "H", "H", "H", "H", "H", "H", "H", "H", "H", "H", "H", "H", "H", "H", "H", "H", "H", "H", "H", "H", "H", "H", "H", "H", "H", "H", "H", "H", "H", "H", "H", "H", "H", "H", "H", "H", "H", "H"], "xyz": [[2.121, 0.938, -2.476], [0.609, 2.481, -2.990], [0.959, 6.345, -1.461], [4.629, 6.015, 1.140], [1.746, -5.037, 3.356], [-2.270, -2.034, 6.072], [3.186, 2.732, -1.703], [4.175, 3.347, 0.590], [3.754, -0.291, -1.778], [-6.427, -4.655, -0.112], [1.207, 0.853, -0.486], [-7.367, 0.188, 0.848], [-3.923, 1.887, -3.028], [-5.801, 4.990, -0.568], [4.062, -0.309, 5.635], [-4.607, 4.861, 4.886], [1.116, 3.378, 6.048], [0.836, -0.584, -3.355], [0.011, 1.216, 0.121], [4.794, -0.395, -0.865], [0.669, -1.455, -4.405], [-5.113, -4.864, 0.234], [0.846, -3.958, 3.626], [-0.112, -0.944, -5.515], [4.601, -1.542, 0.011], [0.449, 0.423, -5.936], [-2.074, 1.579, 2.043], [0.602, 3.593, 0.249], [1.978, -3.143, -3.187], [0.741, -2.856, -4.020], [-3.466, -5.247, 2.017], [0.064, -1.852, -6.734], [4.646, -2.918, -0.670], [-0.520, -3.307, -3.258], [-0.119, -0.779, 1.728], [-6.118, 0.231, 1.511], [-0.715, 0.026, 0.570], [-2.738, -4.613, -0.299], [3.497, 0.091, 4.398], [3.278, -1.404, 0.752], [-1.219, 2.735, 1.559], [-0.848, 2.313, -2.941], [-0.219, 3.164, 5.575], [4.720, 2.353, 1.454], [6.520, -1.071, -2.550], [-4.139, 1.805, -1.619], [-4.825, 4.726, 0.426], [-2.122, -1.999, 4.658], [-0.892, -0.904, -0.634], [-4.209, 3.488, 4.955], [6.079, -0.052, -1.472], [1.369, 7.558, -2.089], [5.693, -1.497, 1.095], [0.850, -3.742, -5.282], [3.505, 3.966, -2.378], [7.141, -0.060, -0.364], [0.165, 2.345, 1.032], [6.084, 1.340, -2.057], [-4.175, -4.193, -0.656], [7.093, -1.283, 0.537], [-2.432, -4.506, 1.201], [-5.271, -3.503, 2.325], [-4.921, -4.860, 1.674], [-5.784, -5.932, 2.319], [-0.077, -3.331, -6.433], [-1.600, -0.752, -5.187], [-2.116, 0.466, 1.005], [1.160, 2.139, 2.178], [-4.238, -2.657, -0.660], [-4.444, -4.681, -2.079], [3.293, 6.455, 1.461], [-1.236, 2.722, -2.012], [-4.778, 3.664, 0.683], [4.312, -3.723, -0.011], [-3.898, 0.775, -1.373], [-5.283, -2.325, -0.705], [4.264, 4.241, 0.957], [-5.564, 4.902, 4.809], [3.095, -0.402, 1.142], [-1.096, -1.756, 4.377], [3.623, 2.896, -0.814], [-2.694, -0.364, 1.413], [7.174, -0.576, -3.270], [5.441, -0.735, 1.844], [-4.290, -5.759, -2.181], [-0.292, -0.369, 2.726], [-3.799, -2.231, -1.567], [-5.048, 5.261, 1.354], [-0.511, -1.797, 1.773], [-2.126, -1.708, -5.185], [3.974, -2.938, -1.527], [-0.729, 4.127, 5.487], [0.559, -4.752, -4.994], [4.564, 4.206, -2.319], [1.495, 3.103, 2.571], [-3.124, 3.514, 4.872], [-2.287, -2.992, 4.227], [-0.708, 2.489, 6.276], [-3.860, 5.058, 0.042], [-1.259, 2.868, -3.782], [-1.433, -4.928, 1.366], [1.047, 8.438, -1.533], [-2.872, -1.334, 4.231], [-2.568, -5.647, -0.605], [0.242, -3.888, -7.318], [2.053, 1.582, 1.894], [-6.834, -5.809, 2.039], [0.585, 4.482, 0.883], [-3.327, -6.322, 1.893], [-5.998, -0.485, 2.323], [4.640, 1.363, 1.007], [-1.110, -3.629, -6.240], [5.774, 2.589, 1.618], [0.687, 1.604, 3.004], [5.667, -3.173, -0.955], [2.117, -4.216, -3.059], [5.759, 2.123, -1.362], [3.362, -0.595, 6.226], [-2.088, -0.107, -5.920], [1.876, -3.717, -5.659], [5.232, 6.690, 1.464], [5.689, -1.575, -3.042], [-5.180, 1.988, -1.328], [-1.429, -3.193, -3.840], [-4.321, 2.719, -3.308], [4.206, 2.339, 2.417], [0.752, 3.432, -3.070], [-1.737, 1.257, 3.036], [2.423, -1.640, 0.113], [2.872, -2.760, -3.686], [-5.459, -4.507, -2.431], [7.834, -1.203, 1.335], [-6.134, -3.072, 1.810], [-3.721, -4.202, -2.750], [1.519, 0.404, -6.167], [-3.359, -5.014, 3.085], [0.826, -3.768, 4.695], [-0.123, 3.826, -0.537], [-0.579, -2.730, -2.332], [-5.416, -3.515, 3.406], [-1.779, -0.315, -4.203], [-3.076, 1.979, 2.237], [8.154, 0.031, -0.774], [5.724, -2.385, 1.735], [-0.234, 2.731, 4.574], [1.617, -5.312, 2.445], [-4.599, 2.950, 4.086], [-2.049, -3.926, -0.803], [-4.547, 3.035, 5.887], [-4.458, -2.812, 2.070], [3.260, -2.120, 1.578], [3.164, 6.526, 2.543], [1.158, 3.048, 6.947], [7.071, 1.661, -2.397], [-0.144, -4.178, 3.223], [0.043, -1.448, -0.787], [-3.833, -2.218, 0.254], [-5.562, -6.967, 2.043], [1.583, 3.475, -0.204], [0.295, 1.176, -5.157], [-3.561, 2.544, -1.054], [3.086, 7.408, 0.974], [-1.135, -0.305, -1.510], [7.435, -2.148, -0.040], [2.666, 0.770, 4.615], [-5.759, -5.905, 3.414], [2.609, 5.693, 1.092], [-6.457, 4.288, -0.579], [-5.899, 1.265, 1.793], [-2.617, 0.873, 0.130], [-1.653, -1.665, -0.464], [4.251, 0.596, 3.798], [-2.463, -2.930, 6.354], [0.923, 7.634, -3.089], [-1.775, 3.243, 0.762], [-0.736, -1.563, -7.426], [3.140, 3.946, -3.406], [-1.111, 1.265, -3.005], [0.968, -0.852, 1.654], [7.110, 0.857, 0.238], [0.129, 6.521, -1.010], [-2.359, -3.447, 1.482], [-5.293, 0.053, 0.802], [-7.619, -0.741, 0.795], [1.932, -2.682, -2.198], [-0.044, 0.797, -6.834], [3.137, -0.753, 3.796], [7.110, -1.887, -2.129], [-0.442, -4.350, -2.941], [0.996, -1.699, -7.282], [-1.187, 3.469, 2.371], [1.270, -3.079, 3.126], [2.445, 7.536, -2.254], [5.432, 1.505, -2.925], [2.951, 4.788, -1.907]], "mulliken_charge": [0.47, -0.56, -0.26, -0.53, -0.58, -0.60, 2.34, -0.51, 0.09, -0.93, 2.32, -0.60, -0.52, -0.57, -0.60, -0.55, -0.55, 1.42, 0.81, 0.72, -0.26, 0.51, 0.01, 1.66, 1.62, -1.87, -1.11, -1.62, -1.96, 1.70, -2.06, -1.36, -1.45, -0.95, -0.49, -0.32, 2.64, -0.69, 0.32, -0.72, -1.39, -0.36, -0.68, -0.79, -1.54, 0.11, -0.06, 0.52, -1.20, 0.19, 1.53, -0.84, -0.94, -1.17, -1.22, -1.14, 1.94, -1.74, 1.47, -1.07, 1.12, -1.38, 2.10, -1.96, -0.72, -1.48, 1.30, -0.34, -0.98, -1.66, -0.13, 0.13, -0.16, 0.40, -0.26, 0.46, 0.17, 0.30, -0.55, -0.10, -0.92, -0.62, 0.55, 0.02, 0.50, -0.20, 0.30, 0.34, 0.04, 0.37, -0.03, 0.21, 0.39, 0.37, 0.51, -0.15, -0.23, 0.42, 0.15, 0.73, 0.48, 0.33, 0.10, 0.74, 0.45, -1.33, 0.37, 0.45, 0.54, 0.33, 0.03, 0.34, 0.60, -0.20, 0.48, 0.42, -0.02, 0.33, 0.53, 0.38, 0.29, 0.01, 0.40, 0.29, 0.30, 0.38, 0.03, 0.15, -0.55, 0.67, 0.36, 0.50, 0.27, 0.15, 0.40, 0.25, 0.31, 0.01, -0.68, 0.39, -0.05, 0.35, 0.41, 0.60, 0.27, 0.31, -0.07, -0.81, 0.33, -0.08, 0.59, 0.27, 0.32, 0.61, 0.02, -0.36, -0.13, 0.42, 0.01, 0.04, -0.02, 0.31, -0.62, 0.32, 0.03, 0.38, -0.15, 0.34, 0.30, -1.37, 0.59, -0.08, 0.36, 0.30, 0.34, 0.42, 0.41, -0.64, -0.99, 0.34, 0.25, -0.96, -0.06, 0.35, -0.42, 0.51, 0.06, 0.37, 0.68, 0.43, 0.36, 0.02, 0.26, 0.18, 0.07], "homo_lumo_gap_ev": 1.32, "homo_energy_ev": -3.19, "spin_multiplicity": 1}